The following is a DFT calculation (the ωB97M-V functional and the def2-TZVPD basis) of a molecular structure, C19H32N3O3RuSSi2 in a non-equilibrium geometry.

The geometry in XYZ format:
```
61
Properties=species:S:1:pos:R:3:lowdin_charge:R:1
Ru 0.51 -0.70 -0.25 0.633
C -1.21 2.84 3.43 -0.036
N -1.79 1.51 3.29 -0.136
C -2.47 0.97 4.47 -0.040
C -1.50 0.76 2.21 -0.432
O -0.79 1.14 1.30 0.002
C -2.07 -0.66 2.17 -0.106
O -1.86 -1.28 0.93 -0.172
C -2.87 -1.14 -0.05 -0.121
C -2.42 -0.29 -1.23 -0.465
O -1.33 0.26 -1.24 -0.057
N -3.29 -0.19 -2.24 -0.131
C -2.86 0.47 -3.47 -0.021
C -4.45 -1.07 -2.35 -0.041
H -2.00 3.57 3.64 0.091
H -0.49 2.87 4.25 0.093
H -0.71 3.11 2.51 0.084
H -2.80 1.80 5.09 0.090
H -3.36 0.40 4.20 0.082
H -1.82 0.33 5.06 0.099
H -1.53 -1.25 2.91 0.148
H -3.13 -0.67 2.43 0.121
H -3.11 -2.13 -0.42 0.125
H -3.77 -0.69 0.39 0.137
H -2.01 1.10 -3.26 0.084
H -2.57 -0.28 -4.22 0.099
H -3.68 1.07 -3.87 0.089
H -4.14 -2.09 -2.60 0.093
H -5.03 -1.09 -1.43 0.085
H -5.09 -0.70 -3.14 0.090
C 2.29 -1.72 2.66 -0.223
Si 2.09 -0.27 1.49 0.471
C 2.00 1.24 2.58 -0.208
C 3.72 -0.14 0.55 -0.303
C 4.93 -0.09 1.26 -0.111
C 6.15 -0.05 0.62 -0.095
C 6.20 -0.06 -0.77 -0.096
C 5.01 -0.11 -1.50 -0.103
C 3.76 -0.13 -0.86 -0.307
Si 2.16 -0.12 -1.85 0.471
C 2.55 -0.89 -3.49 -0.219
C 1.70 1.68 -2.13 -0.207
H 3.31 -1.75 3.04 0.023
H 2.09 -2.67 2.16 -0.012
H 1.61 -1.64 3.52 0.021
H 2.97 1.36 3.06 0.032
H 1.23 1.13 3.35 0.014
H 1.78 2.14 2.00 0.030
H 4.91 -0.09 2.35 0.092
H 7.07 -0.01 1.19 0.097
H 7.15 -0.04 -1.29 0.097
H 5.06 -0.11 -2.58 0.091
H 3.16 -0.19 -4.07 0.031
H 1.65 -1.12 -4.06 0.025
H 3.12 -1.82 -3.37 0.034
H 2.61 2.29 -2.12 0.031
H 1.03 2.05 -1.35 0.012
H 1.20 1.81 -3.09 0.025
S 0.62 -3.12 -0.26 0.567
C -0.50 -2.84 -1.49 -0.856
N -1.29 -2.58 -2.31 0.090
```

Output
Orbital gap (alpha / beta) ... 0.2891 / 0.2787 hartree
Energy relative to the best compared isomer or geometry (same formula, charge and spin) ... 27.3 kcal per mole
LUMO (alpha / beta) ... 0.22 / 0.24 eV
DFT total energy ... -2205.24547 hartree
Spin multiplicity ... 2